Record 1
DFT (ωB97M-V with the def2-TZVPD basis set) results for a structure of composition C38H30BaCl5N5O7Se2 in a non-equilibrium geometry.

XYZ file:
```
88
Properties=species:S:1:pos:R:3:forces:R:3
H -0.997263 0.801004 3.401163 -0.014 0.024 -0.008
C -0.257819 4.593725 -2.794652 0.054 0.004 -0.071
C 4.093577 1.582808 -3.388512 0.004 -0.014 -0.057
H -2.028124 3.769165 0.464763 0.004 -0.012 -0.017
O -4.071963 1.797165 2.014943 -0.144 -0.023 0.131
Se 1.804133 -3.505079 2.658960 -0.051 0.018 0.019
Cl 2.463431 5.060068 0.753897 0.000 0.009 0.027
O 0.643996 2.827496 0.227289 0.624 1.441 0.364
H -1.956819 -2.448324 -3.551931 0.051 -0.007 0.012
Cl -4.488877 -6.794414 1.596350 -0.009 -0.020 0.005
C -1.329365 -1.388784 -1.786111 -0.404 -1.246 -0.610
N -0.742103 3.331672 2.860375 0.025 0.010 -0.003
H 0.733945 1.245380 -3.460744 -0.086 -0.014 -0.024
H -3.600901 4.156263 1.203646 0.029 0.030 -0.013
O -0.345890 -0.833941 -2.336788 0.017 -0.892 -0.991
C -5.013357 -4.412511 0.398376 0.007 -0.002 0.019
H 5.063696 2.120535 0.409132 0.004 -0.011 0.000
N 2.157123 0.499829 0.862082 0.472 -0.080 -0.145
H -2.664477 3.973653 3.436385 0.035 -0.007 0.009
C -0.229365 3.557410 -1.855869 -0.064 0.201 -0.106
H 5.678456 -2.207309 -0.210271 -0.003 0.013 -0.001
C 4.319348 1.462372 2.309601 -0.029 -0.026 0.008
C 2.195354 0.394219 2.182824 -0.008 -0.066 0.066
H -1.055718 -5.711750 -1.892891 -0.025 -0.005 -0.035
C 2.641830 -3.031515 0.986973 0.029 0.013 0.030
C -2.617173 -2.605906 2.982459 -0.018 0.046 -0.062
C -3.613908 -3.467381 -1.343961 0.082 0.029 -0.060
C -1.475751 -0.168883 3.304923 0.012 0.143 -0.082
C 2.515978 -2.728185 -1.256967 0.016 0.090 -0.089
H -0.281743 3.132407 1.969706 0.061 0.002 -0.028
C -2.413675 -1.833275 -2.774199 0.067 -0.037 -0.121
Cl 2.338927 7.335164 -1.428166 0.012 0.014 -0.011
H -0.086804 3.919896 3.364412 -0.052 -0.050 0.026
H -1.770598 -4.751568 -3.192097 0.023 0.048 -0.017
C 3.867761 -2.444625 -1.351898 0.003 0.091 0.010
C 4.280513 1.590217 0.931724 -0.020 0.016 0.046
C 4.245293 1.402710 -2.025240 0.017 0.008 0.051
C 2.823253 1.545330 -3.937167 -0.010 0.006 0.009
N 1.895565 1.124857 -1.784872 0.744 0.077 -0.363
C -1.973827 4.085479 2.592426 0.004 0.068 0.027
N -0.730312 -1.154302 2.803410 0.224 -0.268 -0.085
C 3.186365 1.083517 0.240107 -0.015 -0.039 -0.008
C -2.749338 -4.573110 -1.274890 -0.047 0.099 0.016
N 1.919788 -3.043427 -0.110712 -0.044 0.011 0.049
H 3.240667 0.726536 4.026167 -0.014 0.010 0.026
H -5.347579 -2.526268 -0.565340 0.003 0.029 -0.002
H 4.308411 -2.195642 -2.306579 0.005 0.025 -0.039
C 3.260917 0.846046 2.951720 0.021 0.025 -0.004
H -4.431376 -1.728473 3.715253 0.003 0.015 -0.021
H -0.781108 -3.982711 -1.937119 0.030 0.139 0.004
H -3.386586 0.533663 3.964615 0.023 -0.008 -0.001
C -4.166820 -5.501805 0.458791 0.034 0.009 0.042
C 0.518135 5.759490 -2.679384 0.026 0.038 -0.045
H -2.785581 -0.922873 -3.244921 0.001 -0.042 -0.057
H -1.770174 5.160623 2.476833 -0.057 -0.016 -0.013
O -0.905430 2.467674 -1.984993 -0.223 1.557 -1.138
C -1.299082 -2.333913 2.644828 -0.097 0.018 0.217
H -2.399070 -6.432166 -0.280749 0.012 -0.018 0.010
Se -0.341483 -3.853262 1.928588 -0.101 -0.029 -0.006
C -3.033905 2.105698 1.415705 -0.003 0.135 -0.072
H 2.657593 1.707464 -4.992979 -0.005 -0.002 -0.025
C 0.621673 3.739692 -0.678935 0.033 0.277 -0.122
C 1.353011 5.909758 -1.596575 0.017 0.081 -0.014
C -4.723434 -3.406401 -0.501377 0.040 0.005 0.022
H 4.961081 1.755755 -4.014597 0.000 -0.002 -0.002
Cl -1.286001 4.368404 -4.184093 -0.007 -0.011 -0.019
C 1.397701 4.901132 -0.621097 0.058 -0.007 0.067
H -5.871458 -4.343172 1.051805 -0.022 0.001 0.016
C -3.055477 -5.575094 -0.357188 0.031 0.010 0.061
O -2.210296 1.307344 0.863480 -2.400 0.774 1.721
Cl 0.432126 6.992870 -3.905455 0.008 0.022 -0.005
H 5.158318 1.856671 2.870037 -0.003 0.012 0.016
H 5.230477 1.406401 -1.579402 -0.005 0.030 0.010
O -1.509292 -1.563694 -0.573187 -0.433 -0.867 -0.028
H -3.020897 -3.601183 2.862732 -0.045 -0.073 -0.041
C -2.811590 -0.320326 3.641303 -0.021 -0.011 0.052
C 4.621779 -2.446171 -0.185008 0.025 0.054 -0.041
C 3.107593 1.206004 -1.244856 0.038 -0.022 -0.059
Ba -0.437804 0.783806 -0.441264 1.452 -1.826 1.489
H 1.334251 -0.083433 2.637131 -0.014 -0.051 0.034
C 4.002353 -2.731229 1.014973 -0.018 0.043 0.044
C -3.388596 -1.563742 3.470748 -0.025 -0.044 0.007
C -2.672693 3.594518 1.328670 -0.003 -0.011 0.016
O -3.581990 -2.457308 -2.252521 -0.074 -0.007 0.079
H 1.868387 -2.681707 -2.124374 -0.013 0.004 -0.060
C 1.749696 1.296534 -3.092669 0.181 0.024 -0.034
H 4.543465 -2.708347 1.952614 0.012 -0.011 -0.004
C -1.523037 -4.755225 -2.129283 -0.047 0.031 0.003
```
Forces are in eV/Å.

Computed properties:
HOMO energy   -1.5 eV
Molecular weight   1141.2 Da
Spin multiplicity   1
Charge   -2
Lowest unoccupied orbital energy   3.626 eV



Record 2
DFT (ωB97M-V with the def2-TZVPD basis set) results for a structure of composition C38H30ClIN2O7SiTi in a non-equilibrium geometry.

XYZ file:
```
81
Properties=species:S:1:pos:R:3:forces:R:3
H -3.599699 -3.114066 -3.092792 -0.156 0.000 0.086
Ti -0.549671 0.604667 -0.473143 1.637 0.200 -0.140
H 0.979819 -2.501469 2.456632 0.024 -0.013 0.027
H -1.216639 -3.388492 6.023603 0.017 0.001 -0.001
H 3.723087 2.404868 4.526017 0.012 -0.121 0.077
H 2.225176 5.819106 0.003807 0.020 -0.034 -0.005
H -0.139072 -3.772962 -1.473634 0.200 -0.066 -0.041
C -0.773143 -0.738411 1.413422 0.023 -1.059 0.482
C -2.107043 -1.930787 4.710422 -0.129 0.111 -0.101
O -1.693906 0.048797 1.025079 -0.900 -0.082 0.670
C -1.620046 -3.918356 -5.697569 0.081 -0.054 -0.161
H 2.251206 0.295904 -2.100144 -0.044 0.135 -0.075
C -1.655333 -2.299883 -3.398742 0.457 0.540 0.373
C 2.013549 1.412743 -3.932293 -0.358 0.512 -0.706
H 0.340190 -3.141631 -6.023432 0.060 0.053 0.012
H 3.012406 1.201931 -4.289958 0.037 -0.058 0.078
C -1.786252 -2.799510 -0.538529 -0.014 0.350 -0.137
N 0.367523 1.150660 -2.209450 0.408 0.230 -1.043
H -2.978774 -1.777297 5.334367 -0.050 0.010 0.052
C -1.157136 3.175601 -4.885530 -0.518 0.043 0.040
C 1.605068 0.911551 -2.718429 -0.180 -0.264 0.696
C -0.554788 -2.324660 -4.246870 0.143 0.110 -0.005
O 1.283920 1.316657 0.178522 0.629 -0.414 -0.086
H -2.745021 -0.527776 3.200466 -0.102 0.072 -0.019
C -1.989146 -1.225895 3.522757 0.088 0.215 -0.372
O 0.207101 -0.905603 0.624124 0.331 -0.493 0.501
H 5.783149 5.010694 3.244839 0.096 0.005 0.072
H -3.246265 -3.855821 2.342028 0.044 0.038 0.042
C 5.015029 4.753437 3.976058 -0.079 0.001 -0.026
C 0.121416 -2.326666 3.088489 0.128 0.262 -0.475
H 0.596052 1.111950 3.447991 0.013 -0.109 0.038
Si -1.754950 -1.297665 -1.727287 -1.294 -1.440 -0.320
O -1.932257 1.603718 -1.184599 -1.203 1.109 -0.905
O 0.835894 -4.514934 5.804005 -0.125 -0.398 0.729
C -2.736363 -3.108247 -3.741960 -0.195 0.040 0.121
H -3.426787 -2.088010 0.634438 -0.029 -0.002 0.045
C 0.806177 2.211607 0.922977 0.729 1.256 0.701
H -3.595309 -4.508908 -5.117267 -0.037 -0.029 0.029
C 2.276556 4.201063 1.426818 -0.128 -0.035 0.007
C 3.315709 2.904005 3.656946 0.035 0.185 -0.048
C 1.686037 4.900531 0.238877 -0.104 0.057 -0.045
C -0.869039 -1.443447 2.695775 -0.064 -0.086 0.802
H -3.263153 -1.052276 -1.861603 0.428 0.272 0.203
C -2.662036 -2.851329 0.541707 -0.211 -0.010 -0.175
H 1.477603 2.593030 -5.670272 0.014 -0.024 -0.043
N 1.007951 -3.876980 4.727301 -0.485 0.370 -0.257
C -1.540282 -4.776403 1.431276 -0.174 -0.131 0.093
H 3.666865 5.755653 1.899510 0.049 0.101 -0.097
C -2.555786 -3.837836 1.506922 -0.119 -0.219 0.151
H 0.642908 5.148153 0.441539 -0.027 0.024 -0.072
C 2.283656 2.309779 2.940386 -0.073 0.032 -0.082
H 1.859526 0.262085 2.563675 -0.067 -0.117 0.095
C -0.141206 2.446018 -4.239863 -0.251 0.025 0.423
C -2.705686 2.799098 -3.105879 -0.424 -0.354 0.857
C 3.843678 4.126835 3.269428 -0.022 0.073 0.007
C 0.008002 -3.019855 4.298993 -0.130 -0.107 0.393
C -1.140909 -2.826871 5.104919 0.283 -0.218 0.045
C 1.799232 2.946298 1.799125 0.069 -0.079 -0.002
H 0.117027 -5.492102 0.279054 0.068 -0.022 0.027
C -1.738928 2.110948 -2.368731 -0.392 0.402 -0.587
C -2.733021 -3.899836 -4.874002 -0.105 -0.104 -0.030
C -0.670579 -4.753573 0.353351 0.104 -0.175 -0.056
O -0.399392 2.500528 0.926479 -0.282 -0.192 -0.019
H -1.422385 -5.518375 2.209988 0.007 -0.010 0.046
H 2.083782 0.633952 4.285109 0.003 -0.032 0.002
C -0.807106 -3.784960 -0.622236 0.003 0.049 -0.101
Cl -0.828864 3.899902 -6.438818 0.053 0.035 -0.193
C 3.284600 4.782519 2.180932 0.008 -0.121 -0.052
H 0.305346 -1.704180 -4.023135 0.067 0.039 0.013
C -0.470544 1.916494 -2.967183 -0.347 0.091 -0.387
H -3.199637 3.824839 -4.923199 0.049 0.078 0.029
C 1.158121 2.192090 -4.720732 0.523 -0.342 0.288
C -0.530828 -3.126843 -5.379001 0.140 -0.104 -0.241
C 1.678409 1.002878 3.344958 0.046 -0.105 -0.043
H 5.445072 4.070883 4.707080 0.032 0.023 0.056
C -2.432045 3.319568 -4.354012 0.653 0.057 -0.460
O 2.058424 -3.996352 4.043429 0.657 -0.058 -0.513
I -4.606636 2.965558 -2.215970 0.290 0.058 -0.272
H 1.691441 4.250781 -0.637889 0.012 0.018 -0.060
H -1.605757 -4.546443 -6.580997 0.026 0.016 -0.016
H 4.724716 5.677333 4.481529 0.023 -0.018 0.066
```
Forces are in eV/Å.

Computed properties:
HOMO energy (spin up / spin down)   -0.1 / -2.9 eV
Expectation value of S²   2.089
Molecular weight   865.0 Da
Spin multiplicity   3
Charge   -2
Lowest unoccupied orbital energy (spin up / spin down)   3.570 / 3.570 eV



Record 3
DFT (ωB97M-V with the def2-TZVPD basis set) results for a structure of composition C38H30CuN8O5S5.

XYZ file:
```
87
Properties=species:S:1:pos:R:3:forces:R:3
C -3.922027 0.257760 2.880710 -0.006 0.106 -0.258
C 3.331172 0.762060 2.482139 0.360 0.256 -0.047
H -4.590376 -3.301342 0.310016 0.020 -0.024 -0.003
C 1.145626 -0.628967 -6.056171 0.053 0.012 0.043
H -2.432854 -4.505694 -0.208161 0.033 0.001 0.021
C 2.735787 -5.143487 -3.258669 -0.026 0.037 -0.027
H -0.337232 -3.125790 -0.069452 0.031 0.048 -0.136
C -1.316034 -2.668285 0.024567 0.029 0.016 0.009
C -0.387513 3.652225 -0.508518 0.025 -0.087 -0.378
H -0.699713 4.474671 -1.125952 -0.043 0.016 0.056
S 4.524698 1.479296 3.618286 -0.081 -0.129 -0.256
S 1.031507 -0.854496 2.440135 0.437 0.347 0.158
C -2.782833 -0.827707 4.691830 -0.071 -0.034 0.065
C 0.629000 -2.761947 -5.077185 0.171 0.027 -0.294
H -1.269899 3.784288 3.318047 -0.063 -0.032 0.025
S 2.315236 0.085308 4.884937 0.044 -0.050 0.005
H -6.034358 0.059262 2.813100 -0.013 -0.064 -0.005
C -5.179832 -0.948816 4.522582 0.027 -0.033 0.104
C -0.268608 6.151434 1.118949 0.010 -0.077 -0.085
N -3.696999 -1.480839 0.510927 0.047 0.197 -0.155
N 1.053657 -3.907903 -4.402636 -0.216 0.020 0.138
H -4.854278 -2.533801 6.559176 0.050 -0.097 -0.029
H 1.840919 0.187974 -6.205876 -0.008 0.018 0.019
Cu 0.488258 -0.271490 0.297879 -0.034 -0.245 0.627
C 0.067199 2.515855 1.318051 0.094 -0.220 0.061
H -0.030273 1.874867 -1.774302 -0.059 0.035 -0.024
N -2.568818 0.565025 0.601965 -0.152 0.387 0.325
H -1.861397 -1.096692 5.196560 0.030 0.041 -0.015
H 3.085422 -2.441910 -0.562207 -0.045 0.026 -0.009
H 4.561634 -4.440055 -0.499315 -0.012 -0.009 0.015
C 2.292566 0.087331 3.108763 -0.595 -0.530 0.190
C -1.225709 5.888972 3.708636 0.051 0.253 0.082
H -2.629087 -3.445642 -5.286277 -0.031 -0.046 -0.036
H -3.139244 -1.471160 -6.356249 -0.048 -0.007 -0.041
C 1.021597 -1.909847 -2.062993 0.154 0.178 -0.061
H 4.254222 -6.222370 -2.210765 0.008 0.003 -0.009
H -1.795249 0.254488 3.126573 0.018 -0.039 0.014
C -0.073824 2.368931 -0.818857 0.069 0.260 0.055
O 1.430129 -1.021101 -1.256112 0.192 -0.210 -0.621
C -0.963886 7.161539 3.190764 0.099 -0.533 -0.359
H 0.242633 2.283301 2.355459 -0.008 0.028 0.024
C -0.641913 -2.729111 -5.665058 0.050 -0.120 0.133
H -0.375956 0.228555 -7.302877 -0.026 0.011 0.023
C 2.046487 -3.026673 -2.311758 -0.216 -0.115 0.000
C -2.547274 -0.756789 0.429053 -0.098 -0.923 -0.108
C 3.824550 -4.329331 -1.284578 0.042 -0.003 0.026
H -1.628837 -4.589706 -6.187886 -0.031 -0.044 0.036
C -3.640379 -2.770613 0.262030 0.035 -0.093 0.099
C 1.939976 -3.993099 -3.329867 0.109 0.039 0.166
C -0.488029 7.278020 1.882900 -0.086 0.108 0.166
N -1.327321 -1.360413 0.218387 -0.695 0.383 0.231
H -1.368500 -4.327311 -4.445044 -0.034 -0.018 0.004
C -5.136427 -0.188943 3.364155 0.012 0.027 -0.073
C -0.098220 -0.605512 -6.668276 -0.057 0.026 -0.041
C -2.463061 -3.444042 -0.011185 0.019 -0.053 0.006
H -1.608192 5.797741 4.716228 -0.012 -0.047 -0.011
H 0.723271 -4.785686 -4.757936 -0.027 -0.004 -0.015
H 0.127278 6.249639 0.117725 0.007 -0.027 0.000
C 3.866244 0.881704 5.133002 -0.072 0.012 0.005
N -1.357318 9.283967 4.596086 0.023 -0.063 -0.030
C 3.011854 -3.207680 -1.324190 0.124 -0.027 -0.034
C -0.532011 4.884758 1.639296 0.012 0.265 0.237
C -1.013980 4.763852 2.942080 -0.068 -0.166 -0.143
C 1.513901 -1.700493 -5.269727 -0.029 -0.034 0.039
C -0.998388 -1.644914 -6.468397 0.066 0.050 -0.079
C -4.004842 -1.264779 5.204094 -0.017 0.190 -0.071
O -5.100154 1.203973 0.723133 0.043 -0.236 0.042
O 4.399921 1.011500 6.212699 -0.054 0.075 0.003
C -2.745146 -0.066036 3.539042 0.048 -0.019 0.035
H -2.420894 -0.745968 -7.800314 -0.028 0.010 -0.002
H -6.129132 -1.306569 4.908138 -0.020 0.035 0.009
C 3.658427 -5.317105 -2.243660 0.008 -0.053 0.005
O -3.375265 2.546351 1.789117 0.211 0.036 0.068
H -3.186239 -2.376624 6.700685 -0.023 -0.111 -0.029
N -0.297124 3.747660 0.866194 -0.075 -0.016 -0.018
S 3.626272 0.960213 0.846812 -0.036 -0.023 0.097
C -2.359721 -1.588753 -7.112548 0.116 -0.039 0.074
N -4.052112 -1.939879 6.431385 -0.034 0.066 0.098
C -1.619013 -3.841477 -5.387001 0.060 0.158 0.015
H 2.611029 -5.909812 -4.017854 0.055 0.041 -0.051
O -0.089423 -2.002659 -2.590237 -0.009 -0.073 -0.038
S -3.807532 1.220563 1.374409 0.343 0.232 -0.095
H -0.286425 8.260481 1.477249 0.024 -0.009 -0.013
H -2.568940 -2.505671 -7.668212 -0.071 0.015 -0.008
H 2.485329 -1.729475 -4.793393 0.009 -0.002 -0.001
C -1.181000 8.330340 3.975464 -0.102 0.368 0.240
N 0.223491 1.685264 0.332701 -0.035 0.327 -0.183
```
Forces are in eV/Å.

Computed properties:
HOMO energy (spin up / spin down)   -2.1 / -1.9 eV
Expectation value of S²   0.772
Molecular weight   902.6 Da
Spin multiplicity   2
Charge   -2
Lowest unoccupied orbital energy (spin up / spin down)   3.821 / 3.558 eV



Which of these has the highest spin multiplicity?
C38H30ClIN2O7SiTi